No. 1
{"formula": "C7H16N", "method": "ωB97M-V/def2-TZVPD", "symbols": ["C", "C", "C", "C", "C", "C", "C", "N", "H", "H", "H", "H", "H", "H", "H", "H", "H", "H", "H", "H", "H", "H", "H", "H"], "xyz": [[0.400, -0.693, -1.460], [-0.155, 0.641, -1.949], [0.112, 1.701, -0.867], [-0.571, 1.467, 0.477], [0.128, 0.579, 1.467], [-0.555, -0.195, 2.288], [0.035, -1.121, 3.315], [0.318, -1.744, -2.536], [1.414, -0.611, -1.086], [-0.326, -1.049, -0.732], [0.411, 0.997, -2.816], [-1.220, 0.538, -2.166], [-0.090, 2.685, -1.301], [1.200, 1.745, -0.745], [-1.604, 1.175, 0.276], [-0.696, 2.471, 0.923], [1.212, 0.652, 1.556], [-1.635, -0.227, 2.222], [-0.647, -1.206, 4.165], [0.083, -2.124, 2.897], [1.003, -0.836, 3.710], [-0.710, -1.995, -2.670], [0.761, -1.415, -3.424], [0.698, -2.663, -2.200]], "forces_ev_per_a": [[-1.20, 0.01, -0.54], [0.96, 0.33, 0.44], [0.56, -0.09, -0.48], [-0.12, 1.39, -0.21], [-0.40, 0.32, -0.27], [0.45, -0.55, 0.53], [-0.72, -0.08, 0.16], [-0.39, -0.02, 0.41], [-0.01, -0.16, 0.09], [0.57, -0.17, 0.58], [-0.39, -0.27, -0.27], [0.08, 0.11, -0.19], [-0.50, -0.07, 0.25], [0.05, -0.14, 0.24], [-0.01, -0.43, 0.22], [0.21, -0.28, 0.08], [-0.10, -0.01, -0.12], [-0.16, 0.02, -0.18], [0.07, 0.07, 0.04], [0.21, -0.15, -0.02], [0.24, 0.13, -0.22], [0.19, 0.26, -0.36], [0.00, -0.39, 0.06], [0.42, 0.18, -0.24]], "homo_ev": [-3.67, -9.39], "orbital_gap_ev": [4.73, 10.34], "energy_ha": -330.9246, "spin_multiplicity": 2, "relative_energy_ev": 1.7812}

No. 2
{"formula": "C35H84ClIN8O5P3S3", "method": "ωB97M-V/def2-TZVPD", "symbols": ["C", "C", "C", "C", "C", "C", "C", "N", "I", "C", "S", "C", "C", "C", "C", "C", "S", "O", "O", "Cl", "N", "P", "C", "C", "C", "C", "C", "C", "C", "O", "C", "C", "C", "S", "H", "H", "H", "H", "H", "H", "H", "H", "H", "H", "H", "H", "H", "H", "H", "H", "H", "H", "H", "H", "H", "H", "H", "H", "H", "H", "H", "H", "H", "H", "H", "H", "H", "H", "H", "H", "H", "H", "H", "H", "H", "H", "H", "H", "H", "H", "H", "H", "O", "P", "N", "C", "C", "N", "C", "C", "N", "C", "C", "H", "H", "H", "H", "H", "H", "H", "H", "H", "H", "H", "H", "H", "H", "H", "H", "H", "H", "O", "P", "N", "C", "C", "N", "C", "C", "N", "C", "C", "H", "H", "H", "H", "H", "H", "H", "H", "H", "H", "H", "H", "H", "H", "H", "H", "H", "H"], "xyz": [[-3.877, -6.257, 0.002], [-2.684, -5.404, -0.447], [-2.321, -4.361, 0.637], [-2.978, -2.980, 0.371], [-1.952, -1.841, 0.499], [-2.238, -0.665, -0.447], [-1.240, 0.469, -0.165], [-0.304, 0.866, -1.253], [0.645, 2.644, -0.476], [-0.940, 1.319, -2.582], [-2.541, 2.110, -2.346], [-1.001, 0.262, -3.706], [-1.418, 0.877, -5.048], [-1.566, -0.212, -6.118], [-3.004, -0.780, -6.165], [-3.025, -2.310, -6.241], [-2.837, -2.857, -7.924], [-1.818, -2.081, -8.556], [-4.117, -2.875, -8.550], [-2.185, -4.776, -7.724], [0.202, -0.552, -3.862], [1.484, 0.118, -4.819], [2.777, -1.051, -5.327], [2.270, -2.057, -6.394], [2.002, 1.866, -4.506], [3.468, 2.118, -4.901], [0.511, -1.169, -2.567], [1.501, -2.321, -2.645], [1.053, -3.533, -1.837], [-0.165, -4.037, -2.344], [-0.011, -4.786, -3.556], [-0.702, -6.127, -3.506], [0.866, -0.061, -1.549], [1.769, -0.658, -0.096], [-3.981, -7.130, -0.638], [-4.773, -5.637, -0.021], [-3.718, -6.560, 1.035], [-1.800, -6.013, -0.629], [-2.908, -4.862, -1.366], [-1.233, -4.276, 0.635], [-2.605, -4.729, 1.621], [-3.497, -2.972, -0.586], [-3.679, -2.850, 1.195], [-2.063, -1.427, 1.503], [-0.930, -2.169, 0.306], [-2.308, -0.986, -1.484], [-3.230, -0.301, -0.173], [-1.806, 1.346, 0.129], [-0.702, 0.212, 0.743], [-0.303, 2.111, -2.968], [-3.346, 1.205, -2.920], [-1.809, -0.451, -3.489], [-2.405, 1.329, -4.963], [-0.760, 1.686, -5.364], [-0.862, -1.025, -5.967], [-1.341, 0.205, -7.096], [-3.498, -0.400, -7.058], [-3.553, -0.518, -5.260], [-2.233, -2.788, -5.663], [-3.968, -2.731, -5.894], [3.593, -0.485, -5.769], [3.249, -1.636, -4.538], [2.740, -3.022, -6.208], [1.187, -2.138, -6.410], [2.634, -1.744, -7.370], [1.406, 2.524, -5.136], [1.893, 2.242, -3.483], [3.697, 1.707, -5.882], [3.585, 3.196, -5.012], [4.167, 1.779, -4.141], [-0.428, -1.622, -2.229], [1.464, -2.665, -3.681], [2.538, -2.045, -2.460], [1.836, -4.296, -1.804], [0.851, -3.273, -0.797], [-0.474, -4.200, -4.360], [1.047, -4.867, -3.815], [-1.722, -6.064, -3.141], [-0.763, -6.490, -4.535], [-0.119, -6.877, -2.974], [1.610, 0.569, -2.041], [0.805, -1.086, 0.729], [-1.582, -1.236, 4.314], [-1.768, -0.256, 5.453], [-0.643, -0.963, 6.548], [-0.792, -1.058, 7.984], [0.757, -0.903, 6.145], [-3.430, -0.729, 5.759], [-3.750, -1.705, 6.788], [-4.170, -1.066, 4.546], [-2.019, 1.175, 6.316], [-0.914, 2.134, 6.323], [-3.104, 1.516, 7.221], [-0.618, -0.111, 8.517], [-0.068, -1.780, 8.365], [-1.763, -1.444, 8.275], [1.200, 0.090, 6.309], [0.857, -1.152, 5.088], [1.348, -1.630, 6.705], [-3.190, -2.643, 6.676], [-4.816, -1.936, 6.752], [-3.584, -1.305, 7.789], [-3.955, -2.082, 4.192], [-3.938, -0.372, 3.739], [-5.242, -0.991, 4.746], [-0.292, 2.029, 7.220], [-1.281, 3.160, 6.281], [-0.272, 1.993, 5.450], [-2.982, 1.023, 8.189], [-4.076, 1.265, 6.810], [-3.113, 2.594, 7.395], [2.262, 4.494, 0.672], [3.434, 4.782, 1.581], [2.868, 4.125, 3.054], [3.221, 4.525, 4.399], [2.494, 2.733, 2.916], [3.427, 6.506, 1.553], [2.888, 7.266, 2.673], [2.914, 7.066, 0.301], [5.079, 4.704, 1.859], [5.683, 3.371, 1.864], [5.966, 5.771, 2.294], [4.218, 4.186, 4.718], [2.496, 4.097, 5.094], [3.158, 5.598, 4.540], [3.345, 2.038, 2.889], [1.982, 2.728, 1.968], [1.819, 2.401, 3.708], [1.865, 6.970, 2.937], [2.884, 8.327, 2.423], [3.524, 7.186, 3.555], [1.819, 7.070, 0.263], [3.277, 6.504, -0.558], [3.267, 8.093, 0.197], [5.776, 2.970, 2.880], [6.676, 3.389, 1.414], [5.085, 2.671, 1.278], [5.852, 5.975, 3.362], [5.812, 6.687, 1.734], [7.003, 5.477, 2.121]], "forces_ev_per_a": [[0.51, 0.50, -0.30], [-0.06, 0.09, 0.91], [-0.02, -0.03, -0.99], [0.93, -0.46, 1.10], [-0.80, 0.47, -0.67], [-0.20, -0.22, 0.63], [-1.17, -0.46, 0.11], [0.59, 0.68, -0.07], [0.63, 0.56, 0.44], [-0.39, -0.22, -0.75], [-0.06, 0.60, 0.27], [-0.54, -0.61, -0.82], [-0.26, -0.02, -0.22], [-0.36, 0.13, -0.27], [0.76, -0.55, -0.18], [-0.03, -0.47, 0.39], [-0.47, 1.00, -0.65], [0.56, -0.31, 0.26], [-0.20, -0.46, 0.19], [0.01, 0.05, 0.09], [1.28, 0.23, 1.28], [-1.34, 0.91, -2.49], [0.43, -1.05, 0.59], [0.48, 0.34, 0.18], [1.03, 0.09, 0.90], [-0.38, 0.44, -0.12], [-0.88, 0.10, 0.70], [0.01, -0.28, -0.67], [-0.15, 0.26, 0.52], [0.25, -0.48, 0.00], [-0.53, 0.59, -0.20], [0.42, -0.28, -0.57], [0.06, -0.91, -0.01], [0.42, 0.47, 0.30], [-0.31, -0.06, 0.06], [-0.21, -0.22, -0.05], [-0.06, -0.27, -0.01], [-0.08, -0.20, -0.10], [0.05, -0.15, -0.18], [0.03, 0.23, 0.09], [0.03, -0.05, 0.05], [-0.03, 0.05, -0.05], [-0.49, 0.26, -0.39], [0.62, -0.17, 0.19], [0.00, -0.30, 0.23], [0.19, 0.04, -0.07], [-0.06, 0.16, -0.25], [0.09, 0.23, -0.35], [0.56, 0.07, -0.25], [0.23, 0.00, 0.20], [0.22, -0.29, 0.09], [0.06, -0.05, 0.33], [0.04, 0.18, 0.25], [0.23, -0.11, 0.04], [0.13, 0.07, 0.08], [0.15, 0.04, -0.01], [-0.40, 0.25, 0.27], [-0.20, 0.15, -0.11], [0.13, 0.17, 0.03], [-0.09, -0.05, -0.16], [-0.15, 0.41, 0.11], [0.02, 0.22, 0.20], [-0.25, -0.17, 0.05], [-0.04, -0.15, -0.06], [-0.34, 0.08, -0.16], [-0.35, -0.27, -0.03], [-0.09, -0.15, 0.07], [0.12, -0.20, 0.05], [0.15, 0.04, 0.10], [0.08, -0.22, -0.11], [-0.02, -0.08, -0.02], [0.10, 0.12, -0.08], [-0.02, 0.09, 0.22], [0.00, -0.08, -0.23], [0.01, 0.09, 0.03], [0.06, 0.07, -0.02], [0.05, -0.22, 0.07], [0.01, 0.07, 0.25], [-0.03, -0.03, -0.03], [-0.17, 0.06, 0.36], [0.08, -0.01, -0.01], [-0.20, -0.11, -0.28], [1.65, 3.14, -1.96], [-3.22, -4.84, 4.08], [0.51, -0.08, -0.38], [-0.06, 0.62, 0.26], [-0.02, -0.15, -0.36], [-0.28, 0.00, 0.17], [0.11, 0.13, 0.26], [0.10, 0.02, -0.13], [1.34, 1.26, -1.94], [0.21, -0.14, 0.21], [-0.58, 0.27, -0.17], [0.00, -0.02, 0.01], [0.10, 0.03, -0.11], [-0.04, 0.12, -0.07], [0.08, -0.05, 0.09], [-0.08, 0.04, -0.01], [-0.06, -0.02, 0.05], [-0.04, -0.03, 0.05], [0.00, -0.02, -0.16], [0.06, -0.01, -0.02], [0.00, 0.02, -0.06], [0.01, -0.01, 0.00], [0.01, 0.01, 0.10], [-0.02, 0.05, 0.01], [-0.06, -0.02, -0.03], [0.03, -0.06, 0.02], [0.01, -0.06, -0.03], [0.06, -0.19, 0.00], [0.22, 0.00, -0.05], [1.51, -1.83, -1.52], [-1.37, 4.07, 3.52], [-0.32, 0.05, -0.24], [0.64, -0.02, 0.12], [-0.22, 0.02, -0.11], [-0.42, -0.09, 0.02], [0.16, -0.04, 0.35], [0.00, -0.07, -0.18], [0.06, -1.73, -1.77], [-0.08, -0.17, 0.26], [0.23, 0.46, -0.26], [-0.02, 0.02, -0.01], [-0.02, -0.13, -0.11], [0.10, -0.02, -0.09], [-0.02, 0.02, 0.08], [-0.29, -0.84, -0.13], [-0.04, 0.17, 0.00], [0.01, 0.05, 0.03], [-0.04, -0.04, -0.17], [-0.02, -0.06, -0.04], [0.00, -0.02, -0.03], [0.00, -0.01, 0.01], [0.03, -0.01, 0.10], [0.04, 0.02, -0.02], [-0.02, 0.08, -0.03], [-0.04, 0.00, 0.03], [-0.05, 0.01, -0.02], [-0.18, 0.00, 0.07], [-0.07, -0.21, 0.00]], "homo_ev": -9.41, "orbital_gap_ev": 5.93, "total_charge": 1, "energy_ha": -5174.3239}

No. 3
{"formula": "C3H8FOP", "method": "ωB97M-V/def2-TZVPD", "symbols": ["C", "C", "C", "O", "F", "P", "H", "H", "H", "H", "H", "H", "H", "H"], "xyz": [[-0.076, 2.086, 0.875], [-0.822, -0.803, -1.724], [0.364, -0.787, 1.485], [-0.768, 0.376, -0.975], [2.071, -0.199, -1.253], [0.267, 0.550, 0.317], [-0.418, 2.853, 0.216], [0.645, 2.428, 1.705], [-0.020, -1.445, -1.285], [-0.530, -0.564, -2.764], [-1.669, -1.350, -1.731], [-0.514, -1.416, 1.390], [1.207, -1.269, 1.209], [0.262, -0.460, 2.534]], "forces_ev_per_a": [[2.57, -0.95, 1.61], [5.19, -0.10, -0.77], [-2.64, 1.36, 1.05], [0.49, 0.95, 2.72], [-1.89, 0.55, 1.94], [-1.50, 1.65, -3.66], [-0.13, 0.22, -0.45], [-1.47, -0.54, -1.10], [-0.45, 0.00, -0.98], [-0.09, -0.17, 0.59], [-3.44, -1.06, 0.49], [-0.16, -0.24, -0.59], [2.82, -1.97, -0.27], [0.71, 0.29, -0.57]], "homo_ev": [-9.42, -9.42], "orbital_gap_ev": [8.67, 8.67], "energy_ha": -635.4429, "relative_energy_ev": 3.4586}

No. 4
{"formula": "C5H14O2", "method": "ωB97M-V/def2-TZVPD", "symbols": ["C", "C", "C", "C", "C", "H", "H", "H", "H", "H", "H", "H", "H", "H", "H", "O", "H", "H", "O", "H", "H"], "xyz": [[-0.501, 0.996, -0.591], [-0.483, -0.336, 0.045], [-0.417, -0.646, 1.427], [-1.084, -2.005, 1.831], [-0.046, 0.390, 2.432], [-0.854, 1.702, 0.118], [-1.203, 0.841, -1.350], [0.581, 1.286, -0.875], [-0.936, -1.317, -0.540], [-0.243, -2.741, 2.198], [-1.896, -1.828, 2.630], [-1.555, -2.379, 0.952], [0.374, 1.350, 1.985], [-0.917, 0.808, 2.780], [0.568, 0.059, 3.326], [3.901, 1.875, -0.152], [3.659, 2.398, 0.763], [3.442, 2.271, -0.813], [-0.973, -0.813, -5.037], [-0.470, -0.184, -5.637], [-0.949, -1.725, -5.494]], "forces_ev_per_a": [[3.20, -0.56, 0.59], [-1.66, -4.56, 3.51], [-0.96, -0.06, -3.98], [2.04, 0.81, 2.04], [2.47, 0.52, -0.25], [-0.35, 0.87, 0.48], [-0.59, 0.68, -1.77], [-1.86, -0.18, -0.24], [1.34, 2.92, 0.94], [-1.90, 1.18, -0.40], [1.43, -0.39, -1.03], [-0.29, -0.58, -0.45], [0.29, -1.56, 0.25], [-2.52, 0.62, 1.51], [-0.61, 0.27, -1.22], [1.48, -0.12, 6.77], [0.82, -1.97, -3.80], [-2.31, 2.08, -2.98], [0.86, -0.96, -1.96], [-0.93, -1.40, 1.01], [0.07, 2.37, 0.97]], "homo_ev": -8.25, "orbital_gap_ev": 9.00, "energy_ha": -349.2779, "relative_energy_ev": 2.6640}

No. 5
{"formula": "C24H38NO2P3Tc", "method": "ωB97M-V/def2-TZVPD", "symbols": ["P", "C", "H", "H", "H", "C", "H", "H", "H", "C", "H", "H", "H", "P", "C", "H", "H", "H", "C", "H", "H", "H", "C", "H", "H", "H", "P", "C", "H", "H", "H", "C", "H", "H", "H", "C", "H", "H", "H", "Tc", "C", "O", "C", "O", "C", "C", "C", "C", "C", "C", "H", "H", "H", "H", "H", "H", "N", "C", "C", "C", "C", "C", "C", "C", "H", "H", "H", "H", "H"], "xyz": [[-2.385, 1.843, 0.532], [-3.669, 0.714, 1.211], [-4.601, 1.261, 1.401], [-3.278, 0.289, 2.144], [-3.840, -0.091, 0.483], [-2.480, 3.293, 1.639], [-2.046, 4.165, 1.141], [-1.887, 3.051, 2.531], [-3.516, 3.491, 1.927], [-3.264, 2.447, -0.972], [-4.113, 3.087, -0.709], [-3.622, 1.584, -1.546], [-2.562, 3.009, -1.599], [1.222, -0.383, -3.331], [0.513, -2.065, -3.428], [0.768, -2.555, -4.378], [-0.582, -2.004, -3.339], [0.896, -2.669, -2.593], [0.529, 0.565, -4.727], [1.053, 1.522, -4.830], [-0.531, 0.764, -4.515], [0.604, 0.004, -5.667], [3.032, -0.537, -3.524], [3.303, -0.795, -4.553], [3.398, -1.320, -2.845], [3.511, 0.412, -3.251], [2.033, 0.088, 2.079], [2.113, -1.444, 3.086], [2.785, -1.287, 3.931], [2.497, -2.252, 2.451], [1.108, -1.695, 3.434], [3.825, 0.480, 1.956], [4.338, 0.168, 2.873], [3.981, 1.550, 1.783], [4.229, -0.087, 1.105], [1.400, 1.346, 3.245], [2.010, 1.347, 4.155], [0.363, 1.074, 3.475], [1.429, 2.328, 2.757], [0.871, 0.770, -1.240], [-0.858, -0.046, -1.292], [-1.867, -0.660, -1.352], [1.515, -0.885, -0.520], [1.820, -1.978, -0.175], [2.776, 2.403, -1.262], [2.192, 2.770, -0.041], [0.862, 3.209, -0.004], [0.143, 3.364, -1.188], [0.727, 3.061, -2.420], [2.050, 2.571, -2.460], [3.807, 2.053, -1.289], [2.773, 2.753, 0.869], [0.411, 3.464, 0.948], [-0.860, 3.794, -1.157], [0.170, 3.233, -3.340], [2.548, 2.425, -3.415], [-0.676, -0.721, 1.649], [-1.168, -1.782, 1.714], [-1.730, -3.096, 1.836], [-0.887, -4.220, 1.776], [-1.418, -5.501, 1.974], [-2.791, -5.664, 2.189], [-3.629, -4.552, 2.223], [-3.110, -3.266, 2.048], [0.183, -4.092, 1.588], [-0.759, -6.368, 1.977], [-3.199, -6.665, 2.346], [-4.696, -4.681, 2.404], [-3.764, -2.393, 2.085]], "forces_ev_per_a": [[-3.34, 1.20, 0.01], [1.08, -0.85, 0.10], [0.29, 0.13, -0.15], [-0.33, 0.10, -0.11], [-0.04, 0.24, 0.21], [1.46, -0.34, 0.20], [-0.13, -0.03, 0.16], [-0.23, 0.35, 0.03], [-0.02, -0.18, -0.18], [1.05, -0.56, -0.63], [0.16, -0.06, 0.31], [0.05, 0.20, 0.08], [-0.49, -0.06, -0.01], [0.21, -0.12, 0.10], [-0.06, 0.17, 0.18], [0.00, 0.22, 0.23], [0.30, -0.02, -0.12], [-0.04, 0.13, -0.30], [-0.05, -0.03, 0.22], [-0.11, -0.27, -0.12], [0.22, -0.07, -0.14], [0.06, 0.08, 0.21], [-0.19, 0.01, -0.03], [-0.04, -0.02, 0.13], [-0.08, 0.16, -0.19], [-0.06, -0.33, -0.17], [1.51, 0.42, 1.97], [-0.71, -0.25, -0.92], [-0.02, 0.15, -0.06], [0.00, 0.07, 0.23], [0.22, -0.03, 0.09], [-0.28, -0.05, -0.92], [-0.18, 0.07, -0.12], [0.13, -0.33, 0.14], [0.17, 0.17, 0.28], [-0.61, -0.13, -0.73], [-0.02, -0.03, -0.18], [0.22, 0.23, 0.13], [-0.01, -0.14, 0.35], [-0.26, 1.08, -0.08], [-2.20, -2.12, -0.05], [2.98, 2.09, 0.12], [0.52, -3.15, 0.92], [-0.87, 3.53, -1.25], [0.27, -0.05, -0.31], [-0.35, -0.34, -0.23], [0.29, -0.37, 0.39], [-0.35, -0.10, -0.33], [0.00, -0.26, -0.19], [0.10, 0.08, 0.28], [-0.20, 0.20, -0.04], [-0.04, -0.05, -0.05], [0.04, 0.13, -0.06], [0.40, -0.16, -0.05], [0.18, -0.01, 0.19], [-0.13, -0.10, 0.16], [-1.47, -2.50, 0.32], [1.16, 2.36, -0.14], [0.45, -0.70, -0.05], [0.34, 2.40, -0.20], [-1.06, -1.53, 0.30], [-0.43, -0.15, 0.08], [-0.44, -2.15, 0.25], [0.97, 1.50, -0.20], [-0.35, -0.04, 0.06], [-0.09, 0.13, -0.03], [0.10, 0.33, -0.06], [0.22, 0.01, -0.05], [0.11, -0.27, 0.01]], "homo_ev": [-19.79, -19.74], "orbital_gap_ev": [8.14, 4.06], "total_charge": 4, "energy_ha": -2245.8386, "spin_multiplicity": 4, "relative_energy_ev": 0.0000}

- Number 3 is which compound?
  C3H8FOP